{
  "formula": "C48H47N6OPS2V",
  "method": "wB97M-V/def2-TZVPD",
  "e_lumo_ev": [0.48, 0.48],
  "spin_multiplicity": 2,
  "s2": 0.789,
  "total_energy_ev": -118175.9696,
  "homo_lumo_gap_ev": [6.52, 5.48],
  "homo_ev": [-6.04, -5.00],
  "species": ["V", "C", "C", "C", "C", "C", "O", "C", "N", "C", "C", "C", "C", "C", "C", "P", "C", "C", "C", "C", "C", "C", "C", "C", "C", "C", "C", "C", "H", "H", "H", "H", "H", "H", "H", "H", "H", "H", "H", "H", "H", "H", "H", "H", "H", "H", "H", "H", "H", "H", "H", "H", "S", "C", "C", "C", "C", "C", "C", "C", "C", "C", "N", "H", "H", "H", "H", "H", "H", "C", "N", "C", "C", "C", "C", "C", "N", "C", "C", "C", "C", "C", "C", "H", "H", "H", "H", "H", "H", "H", "H", "H", "H", "H", "S", "C", "N", "C", "C", "N", "H", "H", "H", "H", "H", "H"],
  "xyz": [[-0.08, -1.14, -0.64], [3.07, -5.15, -0.59], [2.26, -4.02, -1.22], [2.22, -4.12, -2.74], [2.79, -2.66, -0.73], [4.21, -2.34, -1.20], [4.03, -1.28, -2.17], [2.75, -0.87, -2.04], [1.99, -1.54, -1.26], [2.41, 0.32, -2.83], [2.97, 0.42, -4.10], [2.71, 1.52, -4.90], [1.91, 2.54, -4.41], [1.38, 2.46, -3.13], [1.60, 1.35, -2.33], [0.93, 1.19, -0.62], [0.03, 2.76, -0.42], [-1.13, 2.93, -1.18], [-1.90, 4.07, -1.02], [-1.53, 5.05, -0.11], [-0.37, 4.88, 0.64], [0.40, 3.74, 0.49], [2.52, 1.45, 0.25], [3.41, 2.47, -0.08], [4.63, 2.57, 0.56], [4.99, 1.63, 1.52], [4.12, 0.60, 1.84], [2.89, 0.51, 1.20], [2.63, -6.12, -0.86], [3.07, -5.07, 0.50], [4.10, -5.16, -0.93], [1.24, -4.09, -0.84], [3.22, -4.08, -3.18], [1.62, -3.32, -3.17], [1.77, -5.07, -3.04], [2.71, -2.63, 0.36], [4.71, -3.16, -1.71], [4.85, -1.95, -0.41], [3.61, -0.37, -4.46], [3.13, 1.58, -5.89], [1.70, 3.41, -5.02], [0.77, 3.27, -2.77], [-1.43, 2.18, -1.89], [-2.80, 4.19, -1.61], [-2.13, 5.94, 0.01], [-0.06, 5.65, 1.34], [1.28, 3.61, 1.11], [3.15, 3.19, -0.84], [5.32, 3.37, 0.30], [5.95, 1.70, 2.02], [4.40, -0.13, 2.59], [2.21, -0.29, 1.44], [-0.48, -4.35, 2.56], [0.41, -3.12, 3.36], [0.71, -2.08, 2.53], [0.24, -2.21, 1.18], [-0.42, -3.43, 1.09], [-1.04, -3.87, -0.13], [-1.71, -5.09, -0.29], [-2.25, -5.41, -1.51], [-2.12, -4.50, -2.56], [-1.47, -3.30, -2.32], [-0.92, -2.98, -1.14], [0.65, -3.22, 4.40], [1.22, -1.20, 2.91], [-1.78, -5.77, 0.55], [-2.76, -6.35, -1.66], [-2.54, -4.69, -3.53], [-1.36, -2.56, -3.11], [-2.64, -0.88, 1.29], [-2.02, -0.60, 0.00], [-2.80, -0.23, -0.96], [-2.28, -0.08, -2.27], [-2.92, 0.28, -3.46], [-1.94, 0.23, -4.45], [-0.76, -0.14, -3.81], [-0.94, -0.32, -2.49], [-3.69, 0.10, 1.77], [-3.65, 1.45, 1.44], [-4.58, 2.33, 1.98], [-5.55, 1.88, 2.86], [-5.60, 0.53, 3.18], [-4.68, -0.35, 2.64], [-1.84, -0.91, 2.03], [-3.08, -1.89, 1.25], [-3.87, -0.09, -0.79], [-3.97, 0.52, -3.58], [-2.06, 0.44, -5.50], [0.22, -0.27, -4.26], [-2.89, 1.82, 0.77], [-4.53, 3.38, 1.71], [-6.28, 2.56, 3.27], [-6.37, 0.16, 3.86], [-4.73, -1.40, 2.89], [-0.29, 1.27, 2.64], [-0.61, 2.41, 3.80], [-1.04, 3.66, 3.56], [-1.10, 4.45, 4.78], [-1.15, 3.35, 5.85], [-0.51, 2.25, 5.15], [-0.99, 4.04, 2.63], [-1.99, 5.09, 4.80], [-0.21, 5.08, 4.90], [-2.18, 3.11, 6.12], [-0.60, 3.63, 6.74], [-0.50, 1.31, 5.50]],
  "lowdin_spin": [1.05, 0.00, 0.00, 0.00, 0.00, 0.00, 0.00, 0.00, 0.00, 0.00, 0.00, 0.00, 0.00, 0.00, 0.00, 0.01, 0.00, 0.00, 0.00, 0.00, 0.00, 0.00, 0.00, 0.00, 0.00, 0.00, 0.00, 0.00, 0.00, 0.00, 0.00, 0.00, 0.00, 0.00, 0.00, 0.00, 0.00, 0.00, 0.00, 0.00, 0.00, 0.00, 0.00, 0.00, 0.00, 0.00, 0.00, 0.00, 0.00, 0.00, 0.00, 0.00, 0.00, 0.00, 0.00, 0.00, 0.00, -0.01, 0.00, -0.02, 0.00, -0.01, -0.01, 0.00, 0.00, 0.00, 0.00, 0.00, 0.00, 0.00, 0.00, -0.02, 0.00, -0.01, 0.00, -0.01, 0.00, 0.00, 0.00, 0.00, 0.00, 0.00, 0.00, 0.00, 0.00, 0.00, 0.00, 0.00, 0.00, 0.00, 0.00, 0.00, 0.00, 0.00, 0.00, 0.00, 0.00, 0.00, 0.00, 0.00, 0.00, 0.00, 0.00, 0.00, 0.00, 0.00]
}

---

{
  "formula": "C24H26Br4N5O4SW",
  "method": "wB97M-V/def2-TZVPD",
  "charge": 1,
  "e_lumo_ev": [-3.32, -4.14],
  "spin_multiplicity": 3,
  "s2": 2.011,
  "total_energy_ev": -333776.1152,
  "homo_lumo_gap_ev": [6.40, 5.58],
  "homo_ev": [-9.72, -9.72],
  "species": ["W", "C", "C", "N", "C", "C", "N", "C", "C", "N", "H", "H", "H", "H", "H", "H", "H", "H", "H", "H", "H", "H", "H", "H", "H", "Br", "C", "C", "Br", "C", "Br", "C", "O", "C", "O", "C", "Br", "C", "C", "C", "C", "C", "C", "C", "S", "O", "O", "N", "C", "C", "C", "C", "C", "N", "H", "H", "H", "H", "H", "H", "H", "H", "H", "H", "H"],
  "xyz": [[0.37, -0.62, 0.55], [-0.71, 2.32, 0.62], [-1.56, 1.47, 1.56], [-1.68, 0.09, 1.01], [-2.53, -0.01, -0.21], [-2.24, -1.32, -0.92], [-0.78, -1.45, -1.14], [-0.19, -0.56, -2.18], [0.93, 1.54, -1.14], [0.56, 1.60, 0.30], [-1.22, 2.53, -0.32], [-0.49, 3.28, 1.09], [-1.06, 1.38, 2.52], [-2.54, 1.92, 1.71], [-2.08, -0.50, 1.73], [-3.59, 0.06, 0.05], [-2.30, 0.83, -0.86], [-2.55, -2.17, -0.30], [-2.78, -1.36, -1.86], [-0.56, -2.43, -1.32], [0.17, -1.10, -3.06], [-0.90, 0.19, -2.53], [1.92, 1.95, -1.31], [0.20, 2.05, -1.79], [1.32, 1.96, 0.87], [0.70, -5.49, 5.50], [0.72, -3.85, 4.58], [1.02, -2.66, 5.27], [1.37, -2.68, 7.11], [1.05, -1.45, 4.58], [1.42, 0.20, 5.40], [0.81, -1.45, 3.22], [0.77, -0.33, 2.45], [0.46, -2.62, 2.55], [0.11, -2.45, 1.25], [0.43, -3.83, 3.22], [-0.02, -5.36, 2.23], [0.16, 5.08, -9.32], [0.24, 4.24, -8.07], [-0.60, 4.47, -7.00], [-0.52, 3.71, -5.84], [0.42, 2.69, -5.76], [1.28, 2.45, -6.83], [1.19, 3.22, -7.97], [0.62, 1.71, -4.28], [0.44, 0.30, -4.75], [-0.58, 2.14, -3.43], [0.93, 0.10, -1.48], [2.19, -0.58, -1.44], [3.12, -0.68, -2.45], [4.27, -1.40, -2.14], [4.43, -1.97, -0.89], [3.43, -1.84, 0.06], [2.32, -1.14, -0.24], [-0.68, 5.77, -9.27], [0.02, 4.45, -10.20], [1.07, 5.66, -9.47], [-1.35, 5.26, -7.06], [-1.18, 3.88, -5.00], [2.00, 1.64, -6.77], [1.85, 3.02, -8.81], [2.93, -0.22, -3.41], [5.04, -1.52, -2.89], [5.32, -2.54, -0.64], [3.48, -2.27, 1.05]],
  "lowdin_spin": [1.58, 0.01, 0.01, 0.02, 0.01, 0.01, 0.02, 0.01, 0.01, 0.02, 0.00, 0.00, 0.00, 0.00, 0.00, 0.00, 0.00, 0.00, 0.00, 0.00, 0.00, 0.00, 0.00, 0.00, 0.01, 0.00, 0.00, 0.01, 0.00, 0.00, 0.00, 0.01, 0.08, 0.01, 0.09, 0.01, 0.00, 0.00, 0.00, 0.00, 0.00, 0.00, 0.00, 0.00, 0.00, 0.00, 0.00, 0.01, 0.03, 0.00, 0.03, 0.00, 0.02, 0.01, 0.00, 0.00, 0.00, 0.00, 0.00, 0.00, 0.00, 0.00, 0.00, 0.00, 0.00]
}

---

{
  "formula": "C26H24NO3",
  "method": "wB97M-V/def2-TZVPD",
  "charge": 1,
  "e_lumo_ev": -4.96,
  "e_above_lowest_kj_mol": 131.1,
  "total_energy_ev": -34976.0050,
  "homo_lumo_gap_ev": 4.92,
  "homo_ev": -9.88,
  "species": ["C", "C", "C", "C", "O", "C", "C", "C", "C", "C", "C", "C", "C", "O", "C", "C", "C", "C", "C", "H", "H", "H", "H", "H", "H", "H", "H", "H", "H", "H", "H", "H", "H", "H", "C", "O", "C", "C", "C", "C", "C", "C", "C", "C", "N", "H", "H", "H", "H", "H", "H", "H", "H", "H"],
  "xyz": [[4.39, 3.10, -0.65], [3.11, 3.91, -0.43], [2.16, 2.86, 0.05], [2.88, 1.67, 0.29], [4.17, 1.72, -0.15], [2.23, 0.53, 0.80], [0.88, 0.59, 1.03], [0.10, 1.67, 0.51], [-1.30, 1.63, 0.38], [-2.26, 0.81, 1.05], [-3.42, 1.41, 1.66], [-4.44, 0.60, 2.12], [-4.41, -0.78, 1.84], [-5.55, -1.44, 2.18], [-6.42, -0.47, 2.88], [-5.71, 0.89, 2.85], [-3.27, -1.39, 1.30], [-2.16, -0.61, 1.07], [0.79, 2.83, 0.04], [4.64, 3.05, -1.72], [5.24, 3.53, -0.11], [3.28, 4.68, 0.33], [2.78, 4.41, -1.33], [2.82, -0.35, 1.03], [0.38, -0.23, 1.55], [-1.72, 2.45, -0.22], [-3.49, 2.49, 1.80], [-7.38, -0.44, 2.36], [-6.58, -0.84, 3.90], [-5.55, 1.23, 3.87], [-6.31, 1.64, 2.36], [-3.29, -2.46, 1.12], [-1.22, -1.08, 0.85], [0.22, 3.70, -0.30], [1.83, -4.71, 0.08], [1.42, -3.35, -0.15], [1.91, -2.69, -1.21], [3.22, -2.89, -1.72], [3.67, -2.10, -2.79], [2.93, -1.01, -3.25], [1.71, -0.76, -2.65], [1.12, -1.65, -1.73], [-0.20, -1.14, -1.43], [-0.33, 0.04, -2.13], [0.81, 0.28, -2.86], [1.05, -5.08, 0.74], [1.93, -5.31, -0.84], [2.80, -4.74, 0.59], [3.84, -3.67, -1.29], [4.63, -2.36, -3.22], [3.28, -0.35, -4.03], [-0.96, -1.69, -0.91], [-1.16, 0.75, -2.10], [0.94, 1.11, -3.43]],
  "mulliken_charge": [-0.40, -0.67, 0.73, 0.24, -0.49, -0.89, -0.59, 1.32, -0.28, 0.14, -0.85, 0.83, 0.28, -0.51, -0.34, -0.59, -1.46, -0.52, -1.01, 0.31, 0.31, 0.27, 0.34, 0.43, 0.62, 0.50, 0.48, 0.28, 0.29, 0.25, 0.30, 0.50, 0.64, 0.46, -0.99, -0.34, 0.60, -0.72, -0.45, -1.18, -0.44, 1.56, -0.75, -1.39, 0.14, 0.25, 0.39, 0.34, 0.39, 0.41, 0.42, 1.05, 0.56, 0.24]
}

---

{
  "formula": "C3H5BrO",
  "method": "wB97M-V/def2-TZVPD",
  "e_lumo_ev": 0.92,
  "e_above_lowest_kj_mol": 180.0,
  "total_energy_ev": -75279.4152,
  "homo_lumo_gap_ev": 11.08,
  "homo_ev": -10.16,
  "species": ["C", "C", "C", "O", "Br", "H", "H", "H", "H", "H"],
  "xyz": [[0.20, -0.03, -0.86], [-0.40, 1.01, -1.73], [0.00, -0.34, 0.65], [-0.67, -0.41, -1.86], [0.67, 1.77, -3.08], [1.48, -0.29, -1.35], [-1.36, 1.47, -1.36], [-1.13, -0.40, 0.82], [0.61, 0.36, 1.30], [0.43, -1.26, 0.97]],
  "mulliken_charge": [0.10, 0.04, -1.02, -0.37, -0.13, 0.21, 0.33, 0.29, 0.25, 0.31]
}

---

What did the fourth record say?
{
  "formula": "C3H5BrO",
  "method": "wB97M-V/def2-TZVPD",
  "e_lumo_ev": 0.92,
  "e_above_lowest_kj_mol": 180.0,
  "total_energy_ev": -75279.4152,
  "homo_lumo_gap_ev": 11.08,
  "homo_ev": -10.16,
  "species": ["C", "C", "C", "O", "Br", "H", "H", "H", "H", "H"],
  "xyz": [[0.20, -0.03, -0.86], [-0.40, 1.01, -1.73], [0.00, -0.34, 0.65], [-0.67, -0.41, -1.86], [0.67, 1.77, -3.08], [1.48, -0.29, -1.35], [-1.36, 1.47, -1.36], [-1.13, -0.40, 0.82], [0.61, 0.36, 1.30], [0.43, -1.26, 0.97]],
  "mulliken_charge": [0.10, 0.04, -1.02, -0.37, -0.13, 0.21, 0.33, 0.29, 0.25, 0.31]
}